Record 1
The following is a quantum chemistry calculation of 2 unconnected molecules or ions with the total composition C5H10N2S, from the Open Molecules 2025 dataset.

Geometry as ORCA input:
```
! wB97M-V def2-TZVPD RIJCOSX def2/J DEFGRID3
* xyz 0 1
S -0.54733 0.82208 -2.00789
N -2.83416 -0.51021 0.51313
N 1.21196 2.16214 0.98581
C -1.79562 -0.16752 0.03748
C -0.56954 0.00775 -0.40263
C -0.00734 2.10469 1.13653
C 0.71449 -0.68712 -0.06547
C 1.00031 -1.98761 -0.85664
H -0.51435 2.69307 0.43062
H -0.00328 -2.42986 -1.05011
H 1.64841 -1.63214 -1.72364
H 1.59500 -2.68899 -0.23884
H 1.49623 0.05802 -0.04994
H -0.52995 1.51123 1.94500
H 0.62638 -0.97215 1.04824
H -3.52196 -0.06481 1.19572
H 0.36757 0.14522 -2.61787
H 1.66319 1.63622 1.72050
*
```

For the energy above the lowest of the compared OMol25 structures with the same formula, charge and spin, the calculation gives 357.4 kJ/mol. For the LUMO energy, the calculation gives 0.72 eV. As for the energy: -704.0877 Ha. The value obtained for the HOMO energy is -7.93 eV. For the gap between HOMO and LUMO, the calculation gives 8.7 eV.


Record 2
The following is a quantum chemistry calculation of a gas-phase ion, C5H10N3 (charge +1), from the Open Molecules 2025 dataset.

Geometry as ORCA input:
```
! wB97M-V def2-TZVPD RIJCOSX def2/J DEFGRID3
* xyz 1 1
N -0.84903 -0.98905 1.32154
N 1.14980 -1.31916 -0.08064
N 2.45442 0.33764 -1.03416
C -1.20357 -0.86063 -0.20114
C 1.34608 -0.10747 -0.33503
C 0.39660 1.06290 -0.21885
C -1.07656 0.59867 -0.75137
C -0.12216 -1.74462 0.26552
H -2.10617 -1.31620 -0.56222
H 3.11270 -0.28929 -1.45325
H -0.45254 -0.06046 1.83274
H 0.29910 1.39425 0.77667
H -1.62603 -1.37705 1.75219
H -1.14532 0.44962 -1.85807
H -0.09711 -2.80238 0.28944
H -1.84019 1.24555 -0.20237
H 0.83245 1.97943 -0.74112
H 2.47164 1.28534 -1.22916
*
```

For the energy above the lowest of the compared OMol25 structures with the same formula, charge and spin, the calculation gives 271.1 kJ/mol. For the LUMO energy, the calculation gives -3.39 eV. As for the energy: -360.4719 Ha. The value obtained for the HOMO energy is -13.43 eV. For the gap between HOMO and LUMO, the calculation gives 10.0 eV.


Record 3
The following is a quantum chemistry calculation of a gas-phase ion, C5H10N3 (charge +1), from the Open Molecules 2025 dataset.

Geometry as ORCA input:
```
! wB97M-V def2-TZVPD RIJCOSX def2/J DEFGRID3
* xyz 1 1
N -1.44560 0.15081 -0.98669
N 1.78130 0.38552 0.64934
N -1.23636 -0.25681 1.08119
C -0.63687 0.34218 0.05174
C -2.41337 -0.85466 0.68316
C 0.65567 1.09058 0.06325
C -2.57443 -0.54156 -0.61564
C 2.69745 -0.23081 -0.32547
H 0.48442 2.04450 0.57408
H -3.38038 -0.79940 -1.27803
H 3.42200 0.50691 -0.66512
H 2.17421 -0.64658 -1.19208
H 0.89222 1.32940 -0.97608
H 1.48941 -0.32113 1.30962
H -1.26139 0.49688 -1.91670
H -0.85439 -0.25233 2.01521
H -3.03379 -1.40753 1.36523
H 3.23988 -1.03594 0.16297
*
```

For the energy above the lowest of the compared OMol25 structures with the same formula, charge and spin, the calculation gives 62.7 kJ/mol. For the LUMO energy, the calculation gives -3.07 eV. As for the energy: -360.5512 Ha. The value obtained for the HOMO energy is -13.05 eV. For the gap between HOMO and LUMO, the calculation gives 10.0 eV.


Record 4
The following is a quantum chemistry calculation of 2 unconnected molecules or ions with the total composition C5H10N3, from the Open Molecules 2025 dataset.

Geometry as ORCA input:
```
! wB97M-V def2-TZVPD RIJCOSX def2/J DEFGRID3
* xyz 1 1
N -2.57998 -0.38014 0.48419
N 0.48960 -0.38287 0.22340
N 2.63415 0.04080 -0.19632
C 1.16543 2.03335 0.07655
C 1.44104 0.56064 0.01061
C -1.78392 -0.18466 -0.70436
C 2.51794 -1.30559 -0.12616
C 1.12257 -1.58017 0.09364
H 1.99017 2.74138 0.03843
H -1.91315 -1.08511 -1.24258
H -3.21992 -1.19876 0.30576
H 0.53048 2.32105 -0.77399
H 3.35122 -2.03822 -0.14622
H 0.49176 2.10056 1.00930
H -3.14157 0.41951 0.50061
H -2.17772 -0.39597 1.38994
H -1.46306 0.72259 -1.22508
H 0.54497 -2.38840 0.28228
*
```

For the energy above the lowest of the compared OMol25 structures with the same formula, charge and spin, the calculation gives 542.4 kJ/mol. For the LUMO energy (spin up / spin down), the calculation gives -4.30 / -5.68 eV. As for the energy: -360.3685 Ha. The value obtained for the HOMO energy (spin up / spin down) is -12.88 / -12.56 eV. For the gap between HOMO and LUMO (spin up / spin down), the calculation gives 8.6 / 6.9 eV.


Record 5
The following is a quantum chemistry calculation of a gas-phase ion, C5H10N3 (charge +1), from the Open Molecules 2025 dataset.

Geometry as ORCA input:
```
! wB97M-V def2-TZVPD RIJCOSX def2/J DEFGRID3
* xyz 1 1
N 0.23276 2.34920 -0.18287
N 1.70308 -0.82296 0.38491
N 1.83554 0.61440 0.35939
C 0.42277 1.04497 0.02161
C -0.57611 -0.11199 0.01603
C -1.89684 0.06078 0.65725
C 0.33078 -1.25559 0.14830
C -0.24423 -1.02271 -1.15979
H 2.27973 -1.36594 -0.27112
H 1.13847 2.86776 -0.08258
H 0.07437 -2.18478 0.63513
H -0.28561 2.77956 -0.97912
H -2.56275 0.11063 -0.11509
H 0.48561 -0.67529 -1.93989
H -1.81110 1.10899 1.19113
H -2.12525 -0.59611 1.52109
H -0.96926 -1.72829 -1.46411
H 1.96804 -1.17264 1.25972
*
```

For the energy above the lowest of the compared OMol25 structures with the same formula, charge and spin, the calculation gives 366.9 kJ/mol. For the LUMO energy, the calculation gives -3.45 eV. As for the energy: -360.4353 Ha. The value obtained for the HOMO energy is -13.75 eV. For the gap between HOMO and LUMO, the calculation gives 10.3 eV.


Record 6
The following is a quantum chemistry calculation of a gas-phase ion, C5H10N3 (charge +1), from the Open Molecules 2025 dataset.

Geometry as ORCA input:
```
! wB97M-V def2-TZVPD RIJCOSX def2/J DEFGRID3
* xyz 1 1
N -2.09531 1.05760 -1.28334
N 0.88749 1.29212 -0.08277
N -0.08246 -2.03965 -0.71346
C 1.06490 -0.19356 0.29415
C 2.27515 -0.59831 0.62800
C -1.50403 -0.54667 0.57915
C -0.14311 -0.95092 -0.05218
C -1.81838 0.78743 -0.04240
H -1.69058 1.55922 0.78374
H 1.37771 1.87113 0.60514
H 2.61773 -1.55136 0.87316
H -0.21000 1.49907 -0.21381
H -2.24008 -1.26346 0.28321
H 0.80708 -2.27780 -1.01810
H 3.06094 0.04647 0.41238
H -2.20183 0.25337 -1.94027
H -1.55135 -0.48694 1.73636
H 1.44613 1.54224 -0.84898
*
```

For the energy above the lowest of the compared OMol25 structures with the same formula, charge and spin, the calculation gives 403.1 kJ/mol. For the LUMO energy, the calculation gives -4.28 eV. As for the energy: -360.4216 Ha. The value obtained for the HOMO energy is -14.27 eV. For the gap between HOMO and LUMO, the calculation gives 10.0 eV.


Record 7
The following is a quantum chemistry calculation of a gas-phase ion, C5H10N3 (charge +1), from the Open Molecules 2025 dataset.

Geometry as ORCA input:
```
! wB97M-V def2-TZVPD RIJCOSX def2/J DEFGRID3
* xyz 1 1
N 2.91937 -0.52670 -0.69551
N 1.69268 -0.82883 -0.52888
N 0.97703 0.03680 0.21557
C -0.82276 -1.43258 0.59666
C 1.88016 0.98559 0.53869
C -0.40098 -0.00973 0.46238
C 3.10653 0.54021 0.03708
C -0.95687 1.10125 -0.87353
H -0.11609 1.71970 -1.09185
H -1.83976 -1.37247 0.63952
H 4.08960 1.07229 0.23102
H 1.63600 1.76517 1.11720
H -1.79177 1.79118 -0.47697
H 1.18845 -1.57384 -1.00818
H -0.53949 -1.97801 -0.34908
H -1.29152 0.63208 -1.77309
H -0.45643 -2.01895 1.47208
H -0.65081 0.51637 1.42740
*
```

For the energy above the lowest of the compared OMol25 structures with the same formula, charge and spin, the calculation gives 355.0 kJ/mol. For the LUMO energy, the calculation gives -4.28 eV. As for the energy: -360.4399 Ha. The value obtained for the HOMO energy is -15.24 eV. For the gap between HOMO and LUMO, the calculation gives 11.0 eV.


Record 8
The following is a quantum chemistry calculation of a gas-phase ion, C5H10N3 (charge +1), from the Open Molecules 2025 dataset.

Geometry as ORCA input:
```
! wB97M-V def2-TZVPD RIJCOSX def2/J DEFGRID3
* xyz 1 1
N 1.96750 -0.62309 -0.32693
N 1.16675 1.16718 0.90955
N -0.65862 1.15179 -0.80626
C 1.01143 -1.51029 -0.38185
C 2.12307 0.56719 0.33563
C -2.44872 -0.02586 0.44254
C -1.08258 0.01510 -0.17926
C -0.28576 -1.18059 -0.14949
H -2.55891 0.88286 1.10069
H -1.47763 1.79178 -0.78061
H 1.32732 2.09262 1.22114
H 2.79040 -1.09186 -0.66483
H -2.77074 -0.87875 1.03397
H -3.09449 0.20847 -0.36838
H -0.91661 -2.01449 0.18857
H 1.30641 -2.57907 -0.57063
H 0.31536 1.23590 -1.17957
H 3.28582 0.79110 0.17571
*
```

For the energy above the lowest of the compared OMol25 structures with the same formula, charge and spin, the calculation gives 228.0 kJ/mol. For the LUMO energy, the calculation gives -4.50 eV. As for the energy: -360.4883 Ha. The value obtained for the HOMO energy is -13.47 eV. For the gap between HOMO and LUMO, the calculation gives 9.0 eV.


Record 9
The following is a quantum chemistry calculation of a gas-phase ion, C5H10N3 (charge +1), from the Open Molecules 2025 dataset.

Geometry as ORCA input:
```
! wB97M-V def2-TZVPD RIJCOSX def2/J DEFGRID3
* xyz 1 1
N 1.39031 -1.94354 1.94249
N -0.91986 -1.51630 -0.72375
N 0.24893 -1.52442 1.12160
C 0.15666 -1.89018 -0.14123
C -0.06737 1.32031 -0.77166
C -1.71180 -0.51839 -0.88264
C 0.11716 2.78558 -0.77236
C -1.34119 0.83636 -0.88873
H 1.01834 -2.71858 2.49257
H 0.83813 0.73526 -0.60322
H -2.05520 1.56364 -1.16288
H 1.50602 -1.12864 2.48555
H -0.21221 3.13951 0.28977
H 2.38051 -2.27124 1.47763
H -0.63468 3.33733 -1.30434
H 0.88437 -2.37178 -0.75018
H 1.22063 2.97698 -0.95080
H -2.81875 -0.81189 -0.85784
*
```

For the energy above the lowest of the compared OMol25 structures with the same formula, charge and spin, the calculation gives 441.5 kJ/mol. For the LUMO energy, the calculation gives -4.05 eV. As for the energy: -360.4069 Ha. The value obtained for the HOMO energy is -12.89 eV. For the gap between HOMO and LUMO, the calculation gives 8.8 eV.


Record 10
The following is a quantum chemistry calculation of a gas-phase ion, C5H10N3O (charge +1), from the Open Molecules 2025 dataset.

Geometry as ORCA input:
```
! wB97M-V def2-TZVPD RIJCOSX def2/J DEFGRID3
* xyz 1 1
O -0.05193 -0.27618 3.08338
N -0.25930 -1.30868 1.23188
N -0.33076 -1.65127 -0.16880
N -1.34436 1.02346 -0.05590
C 0.44041 -1.16590 -1.01576
C -0.41608 -0.13792 1.80596
C -0.75269 1.08974 1.14500
C 0.36735 -1.44609 -2.46544
C -0.29977 2.27825 1.55787
H -1.52615 1.93245 -0.43374
H 1.10587 -0.36421 -0.64377
H 0.05979 -2.04542 1.84354
H -0.42913 -0.92678 -3.02913
H 0.08962 -2.49953 -2.65452
H 1.34504 -1.25271 -3.01591
H -0.38411 3.10709 0.89790
H -1.86731 0.22361 -0.36474
H 0.33680 2.35502 2.49923
H -0.14394 0.46399 3.69844
*
```

For the energy above the lowest of the compared OMol25 structures with the same formula, charge and spin, the calculation gives 269.9 kJ/mol. For the LUMO energy (spin up / spin down), the calculation gives -4.67 / -4.67 eV. As for the energy: -435.6993 Ha. The value obtained for the HOMO energy (spin up / spin down) is -13.04 / -13.04 eV. For the gap between HOMO and LUMO (spin up / spin down), the calculation gives 8.4 / 8.4 eV.